Density functional theory data (ωB97M-V/def2-TZVPD) for C3H5NO2S in the gas phase at a distorted geometry.

The value obtained for the HOMO energy is -0.3431 hartree. As for the SMILES: O=C1NSC[C@@H]1O. For the energy, the calculation gives -720.6815 a.u.

The geometry in ORCA input format:
```
! RIJCOSX wB97M-V def2-TZVPD def2/J DEFGRID3
* xyz 0 1
O 1.83 -1.39 0.01
C 0.78 -0.81 -0.33
N -0.38 -1.41 -0.65
S -1.78 -0.38 -0.40
C -0.77 0.52 0.87
C 0.68 0.67 0.12
O 0.77 1.61 -1.00
H -0.60 -2.39 -0.65
H -0.62 -0.05 1.77
H -1.22 1.55 0.96
H 1.49 0.80 0.76
H -0.18 1.28 -1.45
*
```



Density functional theory data (ωB97M-V/def2-TZVPD) for a 2-piece molecular cluster, C3H5NO2S overall at a distorted geometry.

The value obtained for the HOMO energy is -0.3519 hartree. For the energy, the calculation gives -720.5842 a.u.

The geometry in ORCA input format:
```
! RIJCOSX wB97M-V def2-TZVPD def2/J DEFGRID3
* xyz 0 1
C 0.12 -0.78 -0.35
C 1.18 0.35 -0.33
C -0.70 -0.50 0.90
H -0.86 0.10 -1.82
H 0.62 -1.70 -0.39
H 2.15 0.13 0.32
H 1.48 0.58 -1.34
H -1.04 1.11 2.06
N -1.43 0.79 0.78
O -0.50 -0.74 -1.77
O -0.92 -1.14 2.04
S -0.10 1.81 -0.11
*
```



Density functional theory data (ωB97M-V/def2-TZVPD) for C3H5NO2S in the gas phase at a distorted geometry.

The value obtained for the HOMO energy is -0.3372 hartree. As for the SMILES: O/N=C1/CSCO1. For the energy, the calculation gives -720.6469 a.u.

The geometry in ORCA input format:
```
! RIJCOSX wB97M-V def2-TZVPD def2/J DEFGRID3
* xyz 0 1
O 2.77 0.13 -0.19
N 1.74 -0.70 0.04
C 0.55 -0.35 -0.15
C -0.62 -1.32 -0.02
S -2.05 -0.28 -0.26
C -1.18 1.14 0.15
O 0.17 0.95 -0.29
H 2.36 0.97 -0.54
H -0.51 -1.70 1.02
H -0.61 -2.18 -0.71
H -1.50 2.06 -0.32
H -1.14 1.29 1.27
*
```



Density functional theory data (ωB97M-V/def2-TZVPD) for C3H5NO2S in the gas phase at a distorted geometry.

Its expectation value of S² is 2.007. The value obtained for the HOMO energy (alpha / beta) is -0.2252 / -0.3617 hartree. For the energy, the calculation gives -720.5782 a.u.

The geometry in ORCA input format:
```
! RIJCOSX wB97M-V def2-TZVPD def2/J DEFGRID3
* xyz 0 3
C 0.73 -1.03 -1.36
C -0.15 0.99 -0.32
C 0.63 -0.58 1.18
N 0.25 0.16 -1.50
O 1.09 -2.02 -1.90
O 0.62 0.74 0.78
S -0.93 -1.28 1.70
H -0.01 2.05 -0.58
H -1.21 0.80 -0.13
H 1.46 -0.78 1.83
H 0.15 0.64 -2.39
H -0.58 -2.54 1.43
*
```



Density functional theory data (ωB97M-V/def2-TZVPD) for C3H5NO2S2 in the gas phase at a distorted geometry.

The value obtained for the HOMO energy is -0.3359 hartree. As for the SMILES: CONC(=S)C(O)=S. For the energy, the calculation gives -1118.8491 a.u.

The geometry in ORCA input format:
```
! RIJCOSX wB97M-V def2-TZVPD def2/J DEFGRID3
* xyz 0 1
C -2.87 -0.91 0.60
O -2.07 -0.90 -0.58
N -0.73 -0.85 -0.25
C -0.08 0.32 -0.11
S -0.79 1.83 -0.10
C 1.42 0.15 0.07
O 2.05 1.27 0.23
S 2.19 -1.31 0.02
H -3.93 -1.04 0.23
H -2.60 -1.87 1.18
H -2.72 -0.02 1.18
H -0.20 -1.71 -0.33
H 1.38 2.02 0.24
*
```



Density functional theory data (ωB97M-V/def2-TZVPD) for a 2-piece molecular cluster, C3H5NO3 overall at a distorted geometry.

The value obtained for the HOMO energy is 0.0457 hartree. For the energy, the calculation gives -397.6411 a.u.

The geometry in ORCA input format:
```
! RIJCOSX wB97M-V def2-TZVPD def2/J DEFGRID3
* xyz -2 1
C 1.52 2.49 -0.09
C -0.09 -0.62 1.01
C -0.29 -0.83 -0.29
N -1.37 -0.67 -1.05
O 1.61 3.65 0.42
O -1.50 -1.54 -2.12
O 2.52 1.78 -0.22
H 0.87 -0.57 1.50
H 0.48 2.16 -0.41
H -0.79 -0.25 1.63
H 0.54 -1.24 -1.02
H -2.21 -0.52 -0.45
*
```



Density functional theory data (ωB97M-V/def2-TZVPD) for C3H5NO3 in the gas phase.

The value obtained for the HOMO energy is -0.3642 hartree. As for the SMILES: NCC(=O)OC=O. For the energy, the calculation gives -397.7819 a.u.

The geometry in ORCA input format:
```
! RIJCOSX wB97M-V def2-TZVPD def2/J DEFGRID3
* xyz 0 1
N -1.93 -0.10 0.19
C -0.67 0.57 0.52
C 0.25 -0.60 0.48
O 0.35 -1.47 1.29
O 0.88 -0.76 -0.79
C 1.81 0.19 -0.94
O 1.96 1.11 -0.18
H -1.91 -0.42 -0.78
H -2.08 -0.91 0.78
H -0.45 1.33 -0.24
H -0.64 1.07 1.49
H 2.43 -0.01 -1.82
*
```



Density functional theory data (ωB97M-V/def2-TZVPD) for C3H5NO3 in the gas phase at a distorted geometry.

The value obtained for the HOMO energy is -0.3670 hartree. As for the SMILES: O=C1NC[C@@H](O)O1. For the energy, the calculation gives -397.7984 a.u.

The geometry in ORCA input format:
```
! RIJCOSX wB97M-V def2-TZVPD def2/J DEFGRID3
* xyz 0 1
O 0.79 2.68 0.33
C 0.44 1.55 0.13
N 1.30 0.43 0.22
C 0.60 -0.80 0.19
C -0.74 -0.43 -0.41
O -1.78 -1.11 0.17
O -0.79 1.12 -0.17
H 2.18 0.53 0.68
H 0.48 -1.30 1.16
H 0.89 -1.49 -0.66
H -0.77 -0.46 -1.51
H -2.61 -0.73 -0.12
*
```



Density functional theory data (ωB97M-V/def2-TZVPD) for C3H5NO3 in the gas phase at a distorted geometry.

The value obtained for the HOMO energy is -0.3845 hartree. As for the SMILES: CC(=O)NC(=O)O. For the energy, the calculation gives -397.7931 a.u.

The geometry in ORCA input format:
```
! RIJCOSX wB97M-V def2-TZVPD def2/J DEFGRID3
* xyz 0 1
C 1.40 -0.26 -0.68
C 0.58 -1.08 0.29
O 0.86 -2.16 0.58
N -0.69 -0.54 0.73
C -1.44 0.46 0.14
O -2.59 0.56 0.31
O -0.67 1.64 -0.01
H 2.03 -0.93 -1.24
H 0.79 0.38 -1.36
H 2.09 0.54 -0.13
H -1.13 -1.04 1.53
H -1.24 2.44 -0.15
*
```



Density functional theory data (ωB97M-V/def2-TZVPD) for C3H5NO3 in the gas phase at a distorted geometry.

The value obtained for the HOMO energy is -0.3358 hartree. As for the SMILES: C=NOCOC=O. For the energy, the calculation gives -397.5955 a.u.

The geometry in ORCA input format:
```
! RIJCOSX wB97M-V def2-TZVPD def2/J DEFGRID3
* xyz 0 1
C -2.38 0.72 -0.07
N -0.92 0.35 -0.22
O -0.90 -0.94 -0.05
C 0.50 -1.00 0.54
O 1.42 -0.82 -0.49
C 2.19 0.31 -0.45
O 2.17 1.04 0.49
H -3.18 -0.09 -0.14
H -2.87 1.91 -0.12
H 0.58 -1.97 0.79
H 0.69 -0.08 1.15
H 2.68 0.59 -1.44
*
```



Record order is preserved below.
Relative energy (zero: lowest compared OMol25 entry of this formula, charge and spin): 40.81; 101.84; 62.47; 0.00; 61.65; 2.93; 34.40; 24.02; 27.36; 151.35 kcal/mol